(1)
Below is a structure of composition C24H43BCeF4P2 at a distorted geometry, with properties calculated with the ωB97M-V functional and the def2-TZVPD basis.

orbital gap (alpha / beta)	5.5 / 5.5	eV
spin multiplicity	2
charge	+1
molecular weight	620.5	g mol⁻¹
calculated total energy	-2522.371665	hartree

XYZ file:
```
75
Properties=species:S:1:pos:R:3:lowdin_spin:R:1
Ce 0.8412 0.0258 1.2358 1.014
C -0.7898 1.8643 1.5648 -0.002
C -1.4807 0.7530 0.9798 -0.004
C -0.7137 0.1223 3.0823 -0.002
C -0.2971 1.4693 2.8489 0.000
C -1.4482 -0.3322 1.9255 -0.003
C -0.6536 3.2386 0.9951 0.000
H -1.3484 3.4015 0.1737 0.000
H 0.3611 3.4381 0.6072 0.000
H -0.8794 3.9793 1.7894 0.000
C 0.4763 2.3177 3.8103 0.001
H 0.3051 3.3759 3.5745 0.000
H 1.5684 2.1574 3.7704 0.000
H 0.1552 2.1202 4.8438 0.000
C -0.3351 -0.6950 4.2653 0.000
H -0.1638 -0.0578 5.1474 0.000
H 0.5839 -1.2757 4.0802 0.000
H -1.1329 -1.4057 4.4887 0.000
C -1.9885 -1.7000 1.7151 0.000
H -2.8595 -1.8923 2.3574 0.000
H -1.2363 -2.4566 1.9670 0.000
H -2.3048 -1.8675 0.6837 0.000
C -2.1222 0.7193 -0.3650 -0.001
H -3.2050 0.5555 -0.2885 0.000
H -1.7190 -0.0840 -1.0009 0.000
H -1.9915 1.6680 -0.9025 0.000
C 1.4756 0.2427 -3.7571 0.000
C 0.3795 1.0181 -3.7272 0.000
C -1.0584 0.6533 -3.9662 0.000
C -1.4105 -0.8356 -4.2407 0.000
C -1.3278 -1.7695 -3.0674 0.000
C -0.2700 -2.4847 -2.6546 0.000
C 1.1848 -2.1093 -2.7800 0.000
C 1.5476 -1.2382 -4.0061 0.000
H -1.3917 1.2245 -4.8477 0.000
H -0.8571 -1.1862 -5.1232 0.000
H -1.7129 1.0369 -3.1590 0.000
H 0.9153 -1.5078 -4.8559 0.000
H 2.4450 0.6753 -3.4680 0.000
H 0.5171 2.0880 -3.5310 0.000
H 2.5989 -1.4379 -4.2834 0.000
H 1.5612 -1.6239 -1.8547 0.000
H -0.4385 -3.2663 -1.9026 0.000
H 1.7808 -3.0367 -2.8177 0.000
H -2.4644 -0.8218 -4.5549 0.000
H -2.3010 -1.8973 -2.5656 0.000
P 2.2539 -4.9693 -4.0378 0.000
P 1.7923 -7.4151 -2.5096 0.000
C 2.7511 -6.5414 -4.9820 0.000
C 2.9104 -7.6998 -4.0103 0.000
H 3.6905 -6.3554 -5.5251 0.000
H 1.9838 -6.7683 -5.7394 0.000
H 2.6494 -8.6594 -4.4847 0.000
H 3.9474 -7.7754 -3.6501 0.000
C 2.2977 -9.0148 -1.7626 0.000
H 1.6488 -9.2325 -0.9134 0.000
H 3.3238 -8.9392 -1.3989 0.000
H 2.2370 -9.8381 -2.4812 0.000
C 0.2972 -8.1027 -3.3614 0.000
H 0.5472 -8.9700 -3.9848 0.000
H -0.1925 -7.3461 -3.9792 0.000
H -0.4109 -8.4164 -2.5889 0.000
C 3.9040 -4.1632 -4.2139 0.000
H 3.8633 -3.1440 -3.8145 0.000
H 4.2146 -4.1495 -5.2676 0.000
H 4.6319 -4.7377 -3.6243 0.000
C 1.3162 -4.3002 -5.4735 0.000
H 0.6288 -5.0766 -5.8321 0.000
H 1.9984 -4.0197 -6.2859 0.000
H 0.7168 -3.4410 -5.1611 0.000
F 3.3360 0.4903 0.7758 -0.001
B 3.0339 1.8395 0.2538 0.000
F 4.0751 2.3564 -0.4391 0.000
F 1.8373 1.5841 -0.5615 -0.001
F 2.5917 2.6165 1.3442 0.000
```

***

(2)
Below is an isolated molecule of CH4N2O2 at a distorted geometry, with properties calculated with the ωB97M-V functional and the def2-TZVPD basis.

orbital gap	10.5	eV
energy relative to the best compared isomer or geometry (same formula, charge and spin)	2.657	eV
molecular weight	76.1	g mol⁻¹
calculated total energy	-300.390021	hartree

XYZ file:
```
9
Properties=species:S:1:pos:R:3:mulliken_charge:R:1
O 2.4507 0.2940 0.5409 -0.492
N 1.2540 0.4880 0.5143 -0.035
N 0.5734 -0.1508 -0.4287 0.021
C -1.0068 -0.2033 -0.2643 -0.166
O -1.2495 0.7021 0.7553 -0.497
H 1.1342 -0.7076 -1.1250 0.226
H -1.4196 0.0473 -1.2306 0.236
H -1.3499 -1.2416 0.0131 0.192
H -0.3863 0.7718 1.2251 0.517
```

***

(3)
Below is a structure of composition C20H56N6O10Zn at a distorted geometry, with properties calculated with the ωB97M-V functional and the def2-TZVPD basis.

orbital gap	7.4	eV
molecular weight	606.1	g mol⁻¹
calculated total energy	-3655.951826	hartree

XYZ file:
```
93
Properties=species:S:1:pos:R:3:mulliken_charge:R:1
Zn -1.8892 4.2236 4.3107 0.493
O -3.0564 5.7634 3.8428 -0.946
C -3.2168 6.4481 5.0619 1.948
C -2.5572 5.8631 6.3365 0.425
O -1.6781 4.7885 6.1770 -1.074
H -4.3046 6.5444 5.2578 -0.364
H -3.0170 7.5207 4.9272 -0.615
H -3.3575 5.6049 7.0567 -0.407
H -2.1013 6.6878 6.9094 0.482
C -6.7257 4.7649 3.0746 0.497
O -7.8019 4.4400 2.5868 -0.702
N -5.7188 5.3612 2.3560 -0.219
N -6.4152 4.6046 4.4040 0.031
H -4.7661 5.3536 2.6878 0.073
H -5.9863 5.6140 1.4239 0.218
H -5.5250 4.9268 4.7434 -0.066
H -7.0310 4.1412 5.0401 0.020
C -0.6391 5.3529 9.9858 0.524
O 0.0113 5.4633 11.0092 -0.687
N -2.0233 5.2851 9.9888 -0.137
N -0.1128 5.4169 8.7247 -0.169
H -2.4642 4.9628 9.1471 -0.005
H -2.5401 5.4342 10.8313 0.182
H -0.7115 5.2828 7.9244 0.082
H 0.8688 5.5646 8.6021 0.174
C -0.0754 5.3781 2.0332 0.693
O -0.4774 5.0070 3.1475 -0.519
N -0.8959 5.4431 0.9645 -0.299
N 1.1805 5.8387 1.8314 -0.405
H -0.6149 5.9368 0.1372 0.173
H -1.8440 5.1174 0.9845 0.208
H 1.9423 5.6116 2.4454 0.262
H 1.4592 6.0273 0.8844 0.173
C -7.5077 8.2951 5.7150 -0.509
C -8.7120 8.8998 5.0210 0.286
C -8.5517 9.0031 3.5223 -1.073
O -9.8254 8.0468 5.3273 -0.566
H -6.7129 9.0448 5.7669 0.158
H -7.0939 7.4061 5.2355 -0.136
H -7.7960 8.0540 6.7389 0.427
H -8.8867 9.8957 5.4476 0.220
H -9.4115 9.4014 2.9841 0.443
H -8.3375 8.0147 3.1042 0.278
H -7.6582 9.6029 3.3228 0.158
H -10.6156 8.4096 4.9162 0.321
C -2.1543 0.3381 7.4171 -1.535
C -2.4595 1.7434 7.8990 1.327
C -3.0410 1.7887 9.3014 -1.395
O -1.2161 2.4486 7.8758 -0.604
H -1.2562 -0.0860 7.8621 0.345
H -2.0658 0.3422 6.3260 0.293
H -2.9422 -0.4074 7.5778 0.377
H -3.1913 2.2139 7.2272 -0.014
H -3.1719 2.7998 9.6902 0.187
H -2.3029 1.4029 10.0140 0.405
H -3.9565 1.2045 9.3943 0.364
H -1.2925 3.2534 7.3330 0.316
C -3.2885 9.9293 7.1305 -0.729
C -4.4774 9.7194 8.0330 0.780
C -4.7201 8.2559 8.3538 -1.091
O -4.1901 10.4193 9.2498 -0.593
H -3.4019 9.4086 6.1805 -0.226
H -2.3496 9.6427 7.6072 0.357
H -3.1849 11.0038 6.9572 0.388
H -5.3980 10.1193 7.5888 0.047
H -3.8867 7.8198 8.9219 0.585
H -4.7910 7.5968 7.4840 -0.286
H -5.5805 8.0626 9.0016 0.495
H -4.7525 10.0677 9.9459 0.328
C -4.9705 8.5902 2.2443 -1.015
C -3.5588 9.0586 1.9445 0.227
C -3.0267 9.9863 3.0322 -0.851
O -2.6831 7.9149 1.8795 -0.552
H -5.1609 8.2014 3.2468 0.198
H -5.2606 7.8100 1.5434 0.121
H -5.6619 9.4198 2.0723 0.548
H -3.5302 9.5638 0.9787 0.393
H -2.9751 9.4655 3.9858 -0.129
H -3.7458 10.8109 3.1075 0.393
H -2.0638 10.4322 2.7909 0.344
H -2.9591 7.3614 2.6315 0.165
C -6.8712 2.0875 7.7014 -1.214
C -6.6158 3.0779 8.8263 0.778
C -6.6283 4.5471 8.4187 -0.633
O -7.6176 2.8560 9.8408 -0.603
H -7.9247 2.0036 7.4238 0.480
H -6.4835 1.1133 7.9980 0.301
H -6.3510 2.3494 6.7751 0.191
H -5.6737 2.8454 9.3213 -0.088
H -6.7532 5.1955 9.2797 0.315
H -7.3804 4.6945 7.6395 0.287
H -5.6678 4.7724 7.9394 -0.188
H -8.4597 2.8398 9.3727 0.365
```